The following is a quantum chemistry calculation of a molecular structure, C33H80Cr2LiN3O11, from the Open Molecules 2025 dataset.

Geometry as ORCA input:
```
! RIJCOSX wB97M-V def2-TZVPD def2/J DEFGRID3
* xyz 0 9
Li -1.91 2.65 0.81
Cr 0.36 0.50 1.67
Cr -2.64 -0.15 -0.04
C -5.29 2.70 1.62
C -4.64 2.73 0.25
C -4.41 4.18 -0.20
O -3.62 1.81 0.03
H -6.02 3.51 1.73
H -4.51 2.91 2.35
H -5.75 1.77 1.96
H -5.43 2.33 -0.39
H -4.11 4.73 0.70
H -5.39 4.65 -0.21
H -3.80 4.32 -1.09
C -0.79 5.22 2.06
C -0.20 3.96 2.76
C -0.72 3.97 4.24
O -0.55 2.72 2.25
H -0.35 6.06 2.61
H -1.84 5.48 2.11
H -0.50 5.42 1.02
H 0.87 4.06 2.57
H -0.29 3.15 4.82
H -1.80 4.13 4.28
H -0.34 4.88 4.69
C 2.98 -2.87 1.92
C 1.61 -2.74 1.13
C 0.68 -3.81 1.70
O 1.03 -1.50 1.15
H 2.89 -2.71 2.99
H 3.60 -2.00 1.67
H 3.45 -3.85 1.80
H 1.85 -2.98 0.09
H 0.32 -3.61 2.71
H 1.20 -4.76 1.68
H -0.14 -3.96 1.00
C -2.72 -1.73 3.86
C -2.88 -0.40 3.09
C -3.14 0.72 4.26
O -1.92 -0.18 2.05
H -1.68 -1.98 4.04
H -3.16 -2.52 3.25
H -3.35 -1.74 4.75
H -3.81 -0.53 2.55
H -2.26 0.91 4.88
H -4.02 0.47 4.84
H -3.49 1.69 3.91
C -1.19 1.61 -2.59
C -0.19 1.67 -1.46
C 0.02 3.18 -1.26
O -0.57 0.91 -0.34
H -0.89 2.09 -3.52
H -2.14 2.05 -2.29
H -1.51 0.58 -2.79
H 0.74 1.39 -1.97
H -0.85 3.70 -0.85
H 0.44 3.62 -2.16
H 0.84 3.48 -0.62
C 1.39 -0.45 -4.56
O 2.54 -1.24 -4.07
C 2.46 -1.90 -2.79
C 3.43 -2.98 -2.59
N 3.63 -3.67 -3.89
C 4.67 -4.64 -3.77
C 5.16 -5.03 -5.22
O 5.64 -3.95 -5.92
C 6.77 -3.20 -5.40
H 1.39 0.55 -4.13
H 0.41 -0.91 -4.46
H 1.59 -0.41 -5.63
H 1.56 -2.52 -2.84
H 2.43 -1.16 -1.99
H 3.10 -3.67 -1.81
H 4.30 -2.47 -2.19
H 3.93 -2.96 -4.54
H 4.52 -5.52 -3.14
H 5.48 -4.23 -3.17
H 4.35 -5.50 -5.77
H 5.91 -5.80 -5.02
H 7.56 -3.84 -5.00
H 6.46 -2.49 -4.63
H 7.15 -2.62 -6.23
C -4.28 -0.05 -2.74
O -3.34 -0.72 -1.91
C -2.90 -2.01 -2.47
C -1.67 -2.51 -1.66
N -1.97 -2.22 -0.23
C -2.89 -3.22 0.37
C -4.37 -2.80 0.42
O -4.57 -1.42 0.24
C -5.98 -1.12 0.21
H -5.26 -0.54 -2.80
H -3.85 0.17 -3.71
H -4.50 0.93 -2.32
H -2.65 -1.99 -3.53
H -3.60 -2.83 -2.28
H -0.76 -1.97 -1.89
H -1.48 -3.57 -1.82
H -1.18 -2.31 0.40
H -2.57 -3.53 1.36
H -2.83 -4.19 -0.13
H -4.75 -3.06 1.41
H -4.91 -3.34 -0.35
H -6.67 -1.74 -0.36
H -6.09 -0.14 -0.25
H -6.29 -0.90 1.23
C 0.81 -0.35 4.65
O 1.34 0.36 3.51
C 2.33 1.30 3.86
C 3.23 1.80 2.59
N 2.41 1.73 1.36
C 3.26 1.31 0.19
C 4.42 2.23 -0.19
O 3.88 3.60 -0.49
C 4.81 4.47 -1.20
H 0.13 -1.15 4.37
H 0.37 0.22 5.46
H 1.67 -0.94 4.98
H 3.03 0.89 4.59
H 1.76 2.08 4.36
H 4.10 1.15 2.50
H 3.73 2.75 2.76
H 2.26 2.68 1.04
H 2.79 1.28 -0.79
H 3.69 0.32 0.30
H 5.03 1.85 -1.01
H 5.14 2.14 0.62
H 4.57 5.52 -1.09
H 4.98 4.21 -2.24
H 5.77 4.36 -0.69
*
```

Results
Energy above the lowest of the compared OMol25 structures with the same formula, charge and spin, kcal per mole: 0.0
E, eV: -119554.220
F_max, eV Å⁻¹: 3.1
LUMO energy (spin up / spin down), eV: 0.22 / 0.22
Gap between HOMO and LUMO (spin up / spin down), eV: 6.5 / 7.5
HOMO energy (spin up / spin down), Ha: -0.22912 / -0.26879

The following is a quantum chemistry calculation of 8 unconnected molecules or ions with the total composition C33H80N2O8, from the Open Molecules 2025 dataset.

Geometry as ORCA input:
```
! RIJCOSX wB97M-V def2-TZVPD def2/J DEFGRID3
* xyz 0 1
O -4.33 1.78 2.06
H -4.77 2.39 2.66
H -5.04 1.42 1.52
C 2.91 1.60 6.32
C 1.78 0.60 6.11
C 1.84 -0.50 7.18
C 1.20 -0.06 8.50
C -0.23 0.46 8.29
C -0.30 1.62 7.31
N 0.44 1.21 6.10
O 0.45 2.29 5.16
C -1.75 1.75 6.85
C 0.17 2.95 7.93
C 1.99 -0.03 4.75
H 3.88 1.11 6.29
H 2.85 2.06 7.31
H 2.85 2.40 5.59
H 1.49 -1.46 6.79
H 2.89 -0.68 7.44
H 1.81 0.80 8.81
H 1.26 -0.86 9.22
H -0.58 0.72 9.29
H -0.80 -0.37 7.86
H -2.01 0.84 6.30
H -2.38 1.81 7.73
H -1.84 2.61 6.20
H 1.13 3.26 7.52
H -0.52 3.76 7.70
H 0.35 2.87 9.00
H 1.97 0.69 3.93
H 1.21 -0.73 4.42
H 2.97 -0.52 4.72
H -0.19 2.03 4.50
C -1.75 -3.31 -2.58
C -1.62 -3.99 -3.93
C -3.01 -4.38 -4.46
C -3.01 -4.64 -5.94
C -2.38 -3.47 -6.68
C -0.95 -3.18 -6.26
N -0.94 -3.07 -4.83
O 0.36 -2.69 -4.37
C 0.00 -4.23 -6.81
C -0.59 -1.85 -6.90
C -0.83 -5.29 -3.65
H -2.23 -3.94 -1.82
H -2.34 -2.39 -2.56
H -0.77 -3.08 -2.16
H -3.36 -5.26 -3.91
H -3.66 -3.55 -4.18
H -4.01 -4.85 -6.34
H -2.41 -5.54 -6.14
H -2.98 -2.60 -6.40
H -2.52 -3.53 -7.76
H -0.21 -4.46 -7.86
H 1.05 -3.95 -6.70
H -0.09 -5.17 -6.26
H -0.63 -1.93 -7.99
H -1.20 -0.99 -6.59
H 0.42 -1.51 -6.67
H 0.22 -5.03 -3.46
H -0.79 -5.97 -4.50
H -1.17 -5.81 -2.76
H 0.21 -1.80 -4.02
C 4.49 -1.54 -0.05
C 3.96 -2.51 -1.11
C 2.59 -3.00 -0.70
O 3.79 -1.66 -2.27
H 4.67 -2.10 0.88
H 3.74 -0.78 0.19
H 5.40 -1.04 -0.36
H 4.68 -3.32 -1.27
H 1.89 -2.18 -0.64
H 2.71 -3.48 0.28
H 2.15 -3.67 -1.43
H 3.44 -2.11 -3.04
C -0.84 1.48 0.89
C 0.36 0.74 1.46
C 0.28 -0.75 1.16
O 1.57 1.28 0.94
H -1.74 1.28 1.47
H -1.03 1.30 -0.17
H -0.57 2.54 0.87
H 0.35 0.86 2.55
H 0.28 -0.89 0.07
H -0.66 -1.20 1.49
H 1.16 -1.27 1.53
H 1.77 0.86 0.10
C 4.28 2.17 -2.44
C 3.26 1.94 -1.31
C 2.30 3.12 -1.17
O 2.41 0.83 -1.65
H 4.43 3.24 -2.57
H 3.88 1.74 -3.35
H 5.27 1.77 -2.23
H 3.71 1.80 -0.32
H 2.74 3.97 -0.65
H 1.48 2.75 -0.55
H 1.93 3.43 -2.14
H 2.99 0.07 -1.83
C -4.78 4.38 0.85
C -3.37 4.68 0.37
C -2.77 3.54 -0.39
O -3.42 5.83 -0.52
H -5.08 4.96 1.73
H -4.88 3.33 1.17
H -5.54 4.51 0.09
H -2.80 4.99 1.25
H -3.06 2.56 -0.01
H -1.69 3.63 -0.50
H -3.22 3.51 -1.40
H -3.26 6.61 0.02
C -1.69 0.84 -2.72
C -0.67 0.84 -3.89
C -0.28 2.26 -4.23
O 0.44 0.09 -3.44
H -1.21 1.31 -1.87
H -1.99 -0.19 -2.59
H -2.54 1.47 -2.99
H -1.16 0.31 -4.70
H 0.32 2.32 -5.14
H 0.25 2.73 -3.40
H -1.20 2.83 -4.40
H 0.96 0.60 -2.77
*
```

Results
Energy above the lowest of the compared OMol25 structures with the same formula, charge and spin, kcal per mole: 30.1
E, eV: -54875.937
F_max, eV Å⁻¹: 1.8
LUMO energy, eV: 0.40
SMILES: CC1(C)CCCC(C)(C)N1O.CC1(C)CCCC(C)(C)N1O.CC(C)O.CC(C)O.CC(C)O.CC(C)O.CC(C)O.O
Gap between HOMO and LUMO, eV: 8.4
HOMO energy, Ha: -0.29481

The following is a quantum chemistry calculation of 6 unconnected molecules or ions with the total composition C33H80N5O15PS, from the Open Molecules 2025 dataset.

Geometry as ORCA input:
```
! RIJCOSX wB97M-V def2-TZVPD def2/J DEFGRID3
* xyz 0 1
C 4.44 6.30 2.96
C 3.08 6.86 3.32
O 2.39 7.61 2.24
C 1.15 8.23 2.79
O 1.32 9.21 3.71
O -0.22 7.92 2.37
P -0.66 6.26 2.69
O -0.74 5.83 4.37
O -2.29 6.03 2.04
S 0.47 4.93 1.81
H 5.07 5.62 3.70
H 4.87 6.52 1.89
H 2.64 6.68 4.40
H -0.65 6.67 4.92
H -2.29 5.05 1.78
C -9.18 6.68 -0.76
O -8.09 7.52 -0.40
C -8.36 8.34 0.74
C -7.49 7.90 1.93
N -7.93 6.60 2.45
C -7.00 6.02 3.42
C -5.60 5.63 2.91
O -5.60 4.56 1.97
C -5.82 4.95 0.62
H -8.94 6.20 -1.71
H -9.33 5.90 -0.01
H -10.10 7.27 -0.89
H -9.43 8.35 1.00
H -8.08 9.36 0.47
H -7.57 8.65 2.73
H -6.46 7.86 1.59
H -8.03 5.95 1.68
H -7.48 5.11 3.80
H -6.89 6.70 4.27
H -5.02 5.27 3.77
H -5.04 6.49 2.52
H -5.42 5.94 0.40
H -6.88 4.90 0.38
H -5.31 4.23 -0.03
C -7.59 -1.86 -3.03
O -6.62 -1.68 -2.00
C -5.27 -1.86 -2.47
C -4.52 -0.52 -2.44
N -5.02 0.39 -3.47
C -4.51 1.76 -3.34
C -4.94 2.55 -2.08
O -6.33 2.84 -2.03
C -7.14 1.82 -1.46
H -8.58 -1.85 -2.57
H -7.54 -1.05 -3.76
H -7.45 -2.83 -3.53
H -5.23 -2.33 -3.46
H -4.79 -2.55 -1.76
H -3.45 -0.71 -2.61
H -4.64 -0.09 -1.44
H -6.03 0.42 -3.43
H -4.88 2.31 -4.22
H -3.42 1.75 -3.41
H -4.43 3.52 -2.12
H -4.60 2.07 -1.15
H -6.61 1.24 -0.70
H -7.51 1.16 -2.25
H -8.01 2.29 -1.00
C -0.23 -7.25 -0.40
O 0.68 -6.17 -0.47
C 1.35 -6.08 -1.74
C 0.90 -4.82 -2.50
N -0.49 -4.95 -2.95
C -1.06 -3.70 -3.46
C -1.23 -2.54 -2.45
O -2.20 -2.80 -1.44
C -1.70 -3.50 -0.31
H -0.59 -7.33 0.64
H -1.10 -7.07 -1.04
H 0.25 -8.19 -0.67
H 1.21 -6.99 -2.34
H 2.42 -5.99 -1.52
H 1.55 -4.67 -3.36
H 1.01 -3.97 -1.82
H -1.07 -5.27 -2.18
H -2.05 -3.95 -3.86
H -0.46 -3.36 -4.31
H -1.61 -1.68 -3.02
H -0.28 -2.22 -2.02
H -0.65 -3.28 -0.11
H -1.85 -4.57 -0.44
H -2.29 -3.20 0.56
C 3.81 -0.92 1.71
O 4.78 -0.74 2.73
C 6.13 -0.92 2.27
C 6.88 0.42 2.29
N 6.38 1.33 1.26
C 6.89 2.71 1.39
C 6.46 3.49 2.65
O 5.07 3.79 2.71
C 4.26 2.76 3.27
H 2.82 -0.91 2.17
H 3.86 -0.11 0.98
H 3.95 -1.88 1.20
H 6.17 -1.38 1.28
H 6.61 -1.60 2.97
H 7.95 0.24 2.13
H 6.76 0.85 3.29
H 5.37 1.36 1.30
H 6.52 3.26 0.52
H 7.98 2.69 1.33
H 6.97 4.46 2.61
H 6.80 3.01 3.58
H 4.79 2.18 4.03
H 3.89 2.10 2.48
H 3.39 3.23 3.74
C 8.13 -7.99 1.32
O 8.33 -6.89 0.44
C 9.20 -7.20 -0.66
C 8.42 -7.21 -1.98
N 7.52 -8.36 -2.05
C 6.57 -8.28 -3.17
C 5.53 -7.14 -3.14
O 4.58 -7.25 -2.08
C 5.00 -6.69 -0.85
H 7.58 -7.63 2.19
H 7.54 -8.77 0.83
H 9.09 -8.40 1.66
H 9.74 -8.14 -0.50
H 9.95 -6.40 -0.70
H 9.13 -7.25 -2.81
H 7.87 -6.26 -2.04
H 6.98 -8.42 -1.19
H 6.02 -9.23 -3.18
H 7.13 -8.24 -4.11
H 4.95 -7.21 -4.07
H 6.00 -6.15 -3.15
H 5.66 -5.84 -0.98
H 5.47 -7.46 -0.23
H 4.11 -6.35 -0.31
*
```

Results
E, eV: -93794.676
F_max, eV Å⁻¹: 9.4
LUMO energy, eV: -0.68
SMILES: C=COC(=O)OP(O)(O)=S.COCCNCCOC.COCCNCCOC.COCCNCCOC.COCCNCCOC.COCCNCCOC
Gap between HOMO and LUMO, eV: 7.9
HOMO energy, Ha: -0.31344